(1)
{
  "formula": "C46H34Cl4CrN6O2P",
  "method": "the ωB97M-V functional and the def2-TZVPD basis",
  "charge": 2,
  "multiplicity": 4,
  "gap_ev": [5.8318, 5.5991],
  "total_energy_ev": -149081.5654,
  "s_squared": 3.79,
  "lumo_ev": [-6.507, -6.748],
  "elements": ["Cr", "Cl", "C", "C", "C", "C", "C", "C", "C", "C", "C", "C", "C", "C", "C", "C", "C", "C", "Cl", "C", "C", "C", "N", "C", "C", "C", "C", "C", "C", "Cl", "C", "C", "C", "C", "C", "C", "N", "C", "C", "C", "C", "C", "N", "C", "C", "C", "C", "Cl", "C", "C", "C", "C", "N", "H", "H", "H", "H", "H", "H", "H", "H", "H", "H", "H", "H", "H", "H", "H", "H", "H", "H", "H", "H", "H", "H", "H", "H", "N", "C", "P", "O", "O", "C", "N", "H", "H", "H", "H", "H", "H", "H", "H", "H", "H"],
  "coordinates": [[0.0703, 0.0989, -0.7966], [-6.3308, -6.4489, 1.2222], [-5.1857, -5.2720, 0.7083], [-4.9209, -5.1003, -0.6427], [-3.9977, -4.1482, -1.0484], [-3.3353, -3.3616, -0.1146], [-3.6154, -3.5446, 1.2389], [-4.5312, -4.4952, 1.6548], [-2.3241, -2.3280, -0.4915], [-2.7407, -1.0019, -0.5544], [-4.0970, -0.5947, -0.3502], [-4.1158, 0.7616, -0.4017], [-2.7745, 1.1921, -0.6708], [-2.3763, 2.5269, -0.7992], [-3.3827, 3.5975, -0.5561], [-3.1822, 4.4892, 0.5018], [-4.1220, 5.4564, 0.8132], [-5.2854, 5.5464, 0.0600], [-6.4714, 6.7237, 0.4644], [-5.4864, 4.6930, -1.0162], [-4.5406, 3.7273, -1.3188], [-1.0645, 2.9098, -1.0759], [0.0311, 2.0804, -1.0844], [1.1214, 2.9063, -1.2232], [2.4537, 2.5106, -1.1585], [3.5038, 3.5651, -1.0841], [3.8872, 4.3043, -2.1987], [4.8648, 5.2798, -2.0931], [5.4575, 5.5275, -0.8629], [6.6698, 6.7416, -0.7265], [5.0815, 4.8008, 0.2590], [4.1115, 3.8202, 0.1436], [2.8690, 1.1840, -1.1221], [4.2409, 0.7874, -1.2269], [4.2654, -0.5658, -1.1997], [2.9076, -1.0058, -1.0486], [2.0595, 0.0767, -1.0402], [2.5270, -2.3398, -0.8992], [1.1913, -2.7502, -0.8074], [0.7692, -4.1094, -0.6325], [-0.5851, -4.1002, -0.5477], [-1.0029, -2.7365, -0.6464], [0.0928, -1.9152, -0.8098], [3.5953, -3.3704, -0.7781], [3.7158, -4.4182, -1.6878], [4.6833, -5.3944, -1.5199], [5.5462, -5.3354, -0.4344], [6.7342, -6.5568, -0.2063], [5.4575, -4.2860, 0.4705], [4.4874, -3.3145, 0.2959], [0.6956, 4.2664, -1.3742], [-0.6560, 4.2671, -1.3003], [-1.9409, 0.0990, -0.7604], [-5.4339, -5.7131, -1.3711], [-3.7905, -4.0150, -2.1032], [-3.1090, -2.9341, 1.9803], [-4.7347, -4.6373, 2.7077], [-4.9200, -1.2722, -0.1924], [-4.9701, 1.4069, -0.2897], [-2.2620, 4.4454, 1.0766], [-3.9531, 6.1518, 1.6246], [-6.3784, 4.7957, -1.6190], [-4.7000, 3.0823, -2.1741], [3.4249, 4.1012, -3.1574], [5.1726, 5.8462, -2.9614], [5.5479, 5.0059, 1.2129], [3.8146, 3.2504, 1.0163], [5.0674, 1.4693, -1.3412], [5.1197, -1.2133, -1.3002], [1.4189, -4.9663, -0.5935], [-1.2564, -4.9352, -0.4314], [3.0657, -4.4616, -2.5528], [4.7781, -6.2020, -2.2331], [6.1508, -4.2298, 1.2991], [4.4345, -2.4858, 0.9949], [1.3483, 5.1087, -1.5296], [-1.3235, 5.1058, -1.4047], [1.6838, -2.0351, 2.4335], [0.1787, -2.0912, 2.4769], [-0.2679, -0.2865, 2.5330], [0.3400, 0.2839, 3.7575], [0.2155, 0.3141, 1.2325], [-2.0933, 0.0758, 2.6340], [-2.0737, 1.5741, 2.7813], [1.9846, -1.2728, 3.0632], [2.0073, -1.8107, 1.4834], [2.1281, -2.9053, 2.7258], [-0.1309, -2.5922, 3.3915], [-0.2048, -2.6164, 1.6051], [-2.5391, -0.3636, 3.5236], [-2.6595, -0.2047, 1.7485], [-1.8242, 2.0027, 1.8821], [-1.3222, 1.8052, 3.4565], [-2.9597, 1.9730, 3.0921]]
}

(2)
{
  "formula": "C8H7N2O5Pt",
  "method": "the ωB97M-V functional and the def2-TZVPD basis",
  "charge": 3,
  "multiplicity": 5,
  "gap_ev": [5.0885, 8.1615],
  "total_energy_ev": -24831.8766,
  "s_squared": 6.04,
  "lumo_ev": [-12.351, -15.959],
  "elements": ["O", "C", "Pt", "O", "C", "C", "O", "C", "O", "C", "O", "H", "C", "N", "C", "C", "N", "H", "H", "H", "H", "H", "H"],
  "coordinates": [[0.9916, 0.0328, -6.0133], [0.2422, 0.0136, -5.0964], [0.0914, 0.0092, -2.5955], [2.9699, 0.0128, -3.6773], [1.9009, 0.0130, -3.2310], [-1.9947, -0.0094, -2.0183], [-2.8726, -0.0202, -1.2438], [0.0320, -1.9245, -2.3089], [-0.1085, -3.0587, -2.1804], [-0.0193, 1.9502, -2.3850], [-0.1735, 3.0813, -2.2442], [-1.7996, -0.0593, -3.1922], [1.1017, -0.6991, 3.8459], [0.1755, 0.0709, 3.0132], [-1.0027, 0.6668, 3.6408], [0.1931, 0.0446, 1.6886], [0.2033, 0.0920, 0.5161], [0.7829, -0.5732, 4.8878], [2.1406, -0.3700, 3.7030], [1.0932, -1.7572, 3.5506], [-1.1031, 1.7388, 3.3797], [-1.9320, 0.2202, 3.2325], [-0.9125, 0.5254, 4.7279]]
}

(3)
{
  "formula": "C62H52NO7P2Pd",
  "method": "the ωB97M-V functional and the def2-TZVPD basis",
  "charge": -2,
  "multiplicity": 2,
  "gap_ev": [3.2424, 3.6454],
  "de_lowest_kj_mol": 46.00,
  "total_energy_ev": -103018.3308,
  "s_squared": 0.78,
  "lumo_ev": [3.684, 3.684],
  "elements": ["C", "C", "C", "C", "C", "C", "N", "C", "C", "C", "C", "C", "C", "C", "C", "C", "O", "C", "C", "H", "H", "H", "H", "H", "H", "H", "H", "H", "H", "H", "H", "H", "C", "C", "C", "C", "O", "P", "O", "C", "C", "C", "C", "C", "C", "O", "C", "C", "C", "C", "C", "C", "Pd", "P", "O", "C", "C", "C", "C", "C", "C", "O", "C", "C", "C", "C", "C", "C", "O", "C", "C", "C", "C", "C", "C", "C", "C", "C", "C", "C", "C", "C", "C", "C", "C", "C", "H", "H", "H", "H", "H", "H", "H", "H", "H", "H", "H", "H", "H", "H", "H", "H", "H", "H", "H", "H", "H", "H", "H", "H", "H", "H", "H", "H", "H", "H", "H", "H", "H", "H", "H", "H", "H", "H", "H"],
  "coordinates": [[2.4466, 0.2049, -6.3068], [2.6075, -1.0149, -5.6380], [3.3103, -1.0615, -4.4365], [3.8333, 0.1115, -3.8689], [4.6296, -0.0252, -2.5841], [4.7420, 1.0978, -1.7045], [5.7150, 1.0853, -0.7056], [5.9051, -0.0747, -0.0056], [6.5982, -0.1083, 1.1900], [7.2480, 1.0211, 1.6445], [7.1479, 2.2131, 0.9147], [6.3585, 2.2636, -0.2744], [6.2328, 3.4527, -0.9956], [6.8723, 4.6131, -0.5439], [7.6800, 4.5771, 0.6094], [7.8082, 3.4009, 1.3309], [5.1275, -1.1514, -2.3546], [3.6908, 1.3257, -4.5475], [2.9766, 1.3755, -5.7508], [1.9157, 0.2308, -7.2608], [2.2015, -1.9393, -6.0492], [3.4836, -2.0163, -3.9389], [4.3449, 2.0699, -1.9870], [5.4696, -0.9659, -0.4303], [6.5984, -1.0427, 1.7377], [7.8276, 1.0141, 2.5655], [5.6477, 3.4681, -1.9166], [6.7468, 5.5429, -1.0964], [8.2086, 5.4759, 0.9312], [8.4299, 3.3468, 2.2273], [4.1762, 2.2119, -4.1355], [2.8393, 2.3298, -6.2605], [-6.5828, -0.8754, 1.2813], [-6.4237, -1.2918, -0.0430], [-5.3225, -2.0708, -0.4096], [-4.3729, -2.3620, 0.5612], [-3.1190, -2.8803, 0.1775], [-2.0601, -2.1830, -0.8360], [-1.0398, -3.4173, -1.0887], [-1.1371, -4.7554, -0.6804], [-1.2627, -5.7192, -1.6779], [-1.3792, -7.0572, -1.2958], [-1.3582, -7.4052, 0.0568], [-1.1918, -6.4208, 1.0352], [-1.0800, -5.0759, 0.6724], [-2.9022, -2.1223, -2.2285], [-2.4559, -2.4050, -3.5196], [-3.4370, -2.7841, -4.4357], [-3.0330, -3.1543, -5.7191], [-1.6802, -3.1259, -6.0647], [-0.7223, -2.7073, -5.1395], [-1.1082, -2.3359, -3.8481], [-1.1755, -0.2304, -0.1751], [-1.3507, 0.2106, 2.0269], [-2.8392, 0.7014, 2.4916], [-3.3219, 1.1681, 3.7291], [-4.0043, 2.3798, 3.7319], [-4.3102, 2.9660, 4.9596], [-3.9953, 2.3037, 6.1475], [-3.4153, 1.0333, 6.1163], [-3.1021, 0.4391, 4.8914], [-0.9391, -0.9469, 3.1021], [0.1921, -0.9169, 3.9398], [-0.0214, -1.1243, 5.3001], [1.0185, -0.8225, 6.1820], [2.2615, -0.4255, 5.6873], [2.4822, -0.3364, 4.3086], [1.4364, -0.5814, 3.4153], [-0.4219, 1.4309, 2.5690], [-0.7835, 2.7562, 2.8280], [-0.5320, 3.2299, 4.1138], [-1.0077, 4.4991, 4.4450], [-1.6640, 5.2724, 3.4874], [-1.8218, 4.8041, 2.1815], [-1.3639, 3.5299, 1.8326], [-0.0960, 1.3091, -1.2385], [-1.1270, 1.4520, -2.3102], [-2.4238, 1.9020, -1.9740], [-3.4349, 1.9402, -2.9361], [-3.1577, 1.5459, -4.2490], [-1.8705, 1.1266, -4.6008], [-0.8463, 1.1201, -3.6559], [1.2371, 0.7491, -1.5208], [2.4153, 1.0963, -0.8943], [-4.5479, -2.0345, 1.9020], [-5.6572, -1.2629, 2.2522], [-7.4306, -0.2460, 1.5637], [-7.1536, -1.0188, -0.8052], [-5.1874, -2.4173, -1.4311], [-1.2629, -5.3983, -2.7198], [-1.4839, -7.8186, -2.0673], [-1.4596, -8.4527, 0.3495], [-1.1545, -6.6836, 2.0919], [-0.9369, -4.2890, 1.4132], [-4.4794, -2.7977, -4.1181], [-3.7856, -3.4689, -6.4424], [-1.3743, -3.4282, -7.0685], [0.3367, -2.6667, -5.3963], [-0.3699, -1.9891, -3.1218], [-4.2314, 2.8617, 2.7828], [-4.7898, 3.9466, 4.9702], [-4.2279, 2.7785, 7.1046], [-3.1966, 0.4822, 7.0317], [-2.6803, -0.5616, 4.8315], [-0.9930, -1.4734, 5.6488], [0.8406, -0.9103, 7.2546], [3.0714, -0.2007, 6.3835], [3.4607, -0.0639, 3.9086], [1.5786, -0.5011, 2.3348], [-0.0007, 2.5837, 4.8151], [-0.8602, 4.8703, 5.4596], [-2.0422, 6.2615, 3.7570], [-2.3068, 5.4187, 1.4217], [-1.4552, 3.1294, 0.8196], [-0.1108, 2.1159, -0.4876], [-2.6414, 2.1624, -0.9313], [-4.4381, 2.2752, -2.6630], [-3.9311, 1.5994, -5.0127], [-1.6435, 0.8039, -5.6190], [0.1737, 0.8245, -3.9174], [1.2424, -0.0031, -2.3195], [2.5423, 2.1304, -0.5662], [3.0164, 0.3080, -0.4290], [-3.8075, -2.3529, 2.6356], [-5.7915, -0.9775, 3.2958]]
}